No. 1
The following is a DFT calculation (wB97M-V/def2-TZVPD) of a single C3H4N2O molecule.

Element x y z (Å)
O: -2.351 0.372 -0.450
C: -1.178 0.132 -0.256
N: -0.051 0.351 -1.082
C: 1.109 0.172 -0.335
C: 0.767 -0.284 0.875
N: -0.632 -0.395 0.921
H: -0.013 0.614 -2.056
H: 2.086 0.473 -0.686
H: 1.349 -0.215 1.779
H: -1.086 -1.222 1.291

Energy   -301.4724 Ha
Total charge   0
SMILES   O=c1[nH]cc[nH]1
E_HOMO   -8.37 eV
Energy relative to the best compared isomer or geometry (same formula, charge and spin)   9.31 kcal/mol

Taken from the Löwdin analysis, the atomic charges in e are: 0.056, -0.512, 0.103, -0.121, -0.128, 0.086, 0.149, 0.111, 0.104, 0.151



No. 2
The following is a DFT calculation (wB97M-V/def2-TZVPD) of 2 unconnected molecules or ions with the total composition C4H7NO at a distorted geometry.

Element x y z (Å)
C: -1.096 0.390 -0.543
C: -1.571 -0.673 -1.293
N: -0.541 -1.597 -1.488
C: 0.535 -1.184 -0.786
C: 0.225 0.137 -0.289
H: -1.769 1.025 -0.054
H: -2.530 -0.943 -1.714
H: -0.396 -2.362 -2.174
H: 1.474 -1.732 -0.720
H: 0.894 0.793 0.123
H: 1.518 1.729 3.665
H: 2.000 2.078 2.344
O: 1.258 2.340 2.928

Energy   -286.2787 Ha
Total charge   +1
Spin multiplicity   2
<S²>   0.76
E_HOMO (spin up / spin down)   -14.42 / -14.42 eV
Energy relative to the best compared isomer or geometry (same formula, charge and spin)   16.80 kcal/mol

Taken from the Löwdin analysis, the atomic charges in e are: 0.008, 0.056, 0.088, 0.062, 0.050, 0.124, 0.153, 0.202, 0.159, 0.093, 0.061, 0.032, -0.088



No. 3
The following is a DFT calculation (wB97M-V/def2-TZVPD) of 2 unconnected molecules or ions with the total composition C3H8FNP at a distorted geometry.

Element x y z (Å)
C: 2.200 -0.354 0.431
C: -0.912 0.427 -1.350
C: 0.882 -0.257 0.622
N: -1.848 -0.409 -1.170
F: 0.350 -1.181 -0.343
P: -0.492 0.653 1.480
H: 3.066 0.297 0.729
H: 2.558 -1.282 -0.038
H: -0.037 -0.001 -1.937
H: -0.856 1.419 -0.926
H: -1.846 -1.381 -1.602
H: -2.631 -0.132 -0.582
H: 0.191 1.780 1.829
H: -0.623 0.421 2.856

Energy   -614.6866 Ha
Total charge   +1
E_HOMO   -13.64 eV
Energy relative to the best compared isomer or geometry (same formula, charge and spin)   31.74 kcal/mol

Taken from the Löwdin analysis, the atomic charges in e are: 0.066, 0.009, -0.515, 0.146, -0.181, 0.886, 0.099, 0.089, 0.154, 0.084, 0.198, 0.140, -0.092, -0.083



No. 4
The following is a DFT calculation (wB97M-V/def2-TZVPD) of a molecular structure, C6H10N2 at a distorted geometry.

Element x y z (Å)
C: -0.156 0.336 -0.233
C: 0.087 -1.107 0.994
C: 3.161 0.239 -0.608
C: -3.033 0.760 0.158
C: 2.392 -0.172 0.689
C: -2.459 -0.625 -0.100
N: 1.015 -0.442 0.278
N: -1.044 -0.680 -0.343
H: 4.188 0.267 -0.503
H: 2.860 -0.370 -1.484
H: 2.791 1.289 -0.660
H: -2.404 1.438 -0.360
H: -4.087 0.783 -0.238
H: -3.162 0.997 1.224
H: 2.626 -1.178 1.094
H: 2.492 0.551 1.574
H: -2.595 -1.164 0.887
H: -2.923 -0.920 -1.121

Energy   -343.8867 Ha
Total charge   0
E_HOMO   -8.07 eV
Energy relative to the best compared isomer or geometry (same formula, charge and spin)   156.90 kcal/mol

Taken from the Löwdin analysis, the atomic charges in e are: -0.053, 0.166, -0.070, -0.126, -0.222, -0.298, -0.204, -0.104, 0.033, 0.089, 0.083, 0.033, 0.084, 0.074, 0.112, 0.140, 0.125, 0.139



No. 5
The following is a DFT calculation (wB97M-V/def2-TZVPD) of 2 unconnected molecules or ions with the total composition C4H6N2O2 at a distorted geometry.

Element x y z (Å)
C: -1.703 -0.411 -0.109
C: 0.748 0.259 0.417
C: 1.829 -0.633 -0.027
C: 0.412 -0.796 -0.491
H: -2.139 1.875 0.406
H: 0.062 2.076 0.438
H: 0.311 -0.139 1.489
H: 2.590 -0.348 -0.781
H: 2.391 -1.377 0.724
H: 0.423 -0.715 -1.514
N: -1.333 0.834 -0.306
N: 0.081 1.416 -0.275
O: -2.906 -0.603 0.043
O: -0.767 -1.438 -0.014

Energy   -415.7549 Ha
Total charge   0
E_HOMO   -9.63 eV
Energy relative to the best compared isomer or geometry (same formula, charge and spin)   179.32 kcal/mol

Taken from the Löwdin analysis, the atomic charges in e are: -0.628, -0.277, -0.029, -0.317, 0.348, 0.055, 0.216, 0.114, 0.155, 0.134, 0.060, 0.045, 0.054, 0.070



No. 6
The following is a DFT calculation (wB97M-V/def2-TZVPD) of 3 unconnected molecules or ions with the total composition C6H18O2 at a distorted geometry.

Element x y z (Å)
C: -0.683 2.011 0.652
C: -0.914 0.706 -0.124
C: -0.041 0.695 -1.383
C: 1.446 0.964 -1.027
C: 2.055 -0.141 -0.151
C: 1.867 -1.525 -0.781
H: -1.456 2.175 1.400
H: 0.255 1.992 1.242
H: -0.726 2.820 -0.049
H: -0.698 -0.088 0.592
H: -1.925 0.567 -0.494
H: -0.067 -0.281 -1.867
H: -0.390 1.433 -2.100
H: 1.451 1.922 -0.471
H: 2.121 1.190 -1.870
H: 3.091 0.098 0.034
H: 1.580 -0.143 0.872
H: 1.895 -1.379 -1.888
H: 0.879 -1.915 -0.636
H: 2.698 -2.194 -0.541
O: -1.436 -1.419 2.304
H: -0.917 -2.291 2.145
H: -0.861 -1.105 3.028
O: -3.354 -1.180 0.262
H: -2.761 -1.631 -0.357
H: -3.105 -1.283 1.207

Energy   -389.8534 Ha
Total charge   0
SMILES   CCCCCC.O.O
E_HOMO   -10.39 eV
Energy relative to the best compared isomer or geometry (same formula, charge and spin)   11.47 kcal/mol

Taken from the Löwdin analysis, the atomic charges in e are: -0.108, -0.269, -0.212, -0.232, -0.265, -0.115, 0.067, 0.076, 0.067, 0.063, 0.089, 0.087, 0.107, 0.089, 0.111, 0.093, 0.106, 0.083, 0.051, 0.070, -0.096, 0.108, 0.059, -0.087, 0.037, 0.020



No. 7
The following is a DFT calculation (wB97M-V/def2-TZVPD) of a molecular structure, C4H5LiO3 at a distorted geometry.

Element x y z (Å)
C: -0.618 0.617 0.519
O: -1.747 0.328 0.922
Li: -2.458 0.009 -0.876
O: -0.670 1.052 -0.773
C: 0.472 1.680 -1.354
H: 0.083 2.341 -2.133
H: 1.036 2.268 -0.620
H: 1.157 0.931 -1.767
C: 0.594 -2.340 1.381
C: 0.964 -1.407 0.495
O: 0.630 -0.065 0.815
H: 0.246 -2.090 2.392
H: 0.312 -3.324 0.999

Energy   -388.5023 Ha
Total charge   0
E_HOMO (spin up / spin down)   -6.00 / -7.00 eV
Energy relative to the best compared isomer or geometry (same formula, charge and spin)   19.36 kcal/mol

Taken from the Löwdin analysis, the atomic charges in e are: -0.536, -0.034, 0.810, -0.156, -0.048, 0.092, 0.104, 0.096, -0.093, -0.184, -0.118, 0.044, 0.023



Q: The lowest energy relative to the best compared isomer or geometry (same formula, charge and spin) belongs to which entry?
A: C3H4N2O



Q: Look up the energy relative to the best compared isomer or geometry (same formula, charge and spin) of the first one.
A: 9.31 kcal/mol